{"formula": "C38H26AgCl5N4O", "method": "wB97M-V/def2-TZVPD", "lumo_energy_ha": 0.152, "charge": -2, "spin_multiplicity": 1, "e_above_lowest_ev": 0.5270, "homo_lumo_gap_ev": 5.53, "species": ["Ag", "Cl", "Cl", "Cl", "Cl", "Cl", "O", "N", "N", "N", "N", "C", "C", "C", "C", "C", "C", "C", "C", "C", "C", "C", "C", "C", "C", "C", "C", "C", "C", "C", "C", "C", "C", "C", "C", "C", "C", "C", "C", "C", "C", "C", "C", "C", "C", "C", "C", "C", "C", "H", "H", "H", "H", "H", "H", "H", "H", "H", "H", "H", "H", "H", "H", "H", "H", "H", "H", "H", "H", "H", "H", "H", "H", "H", "H"], "coordinates": [[0.760, -0.060, 0.594], [-2.905, -5.346, 2.810], [-4.455, -2.386, -2.471], [-1.510, -2.634, 2.032], [-5.052, -6.612, 0.910], [-5.839, -5.107, -1.726], [-2.439, -1.548, -0.506], [-2.716, 1.742, -1.805], [1.380, -1.271, -1.308], [-0.719, 1.758, -0.886], [-1.253, 1.130, 2.393], [1.552, 1.828, 4.566], [-4.624, -4.431, -0.680], [-3.364, 0.682, 1.391], [-0.941, 3.132, 3.663], [-3.316, -4.536, 1.330], [-2.691, 2.841, -0.974], [-3.090, 2.717, 2.696], [2.495, -3.061, -3.261], [-5.220, 2.210, 1.670], [3.411, 0.114, -1.364], [2.962, -1.766, -3.054], [-1.150, -0.035, -2.590], [3.793, -1.214, -4.030], [2.906, 0.313, 2.713], [-4.663, 1.012, 1.146], [4.138, -1.923, -5.177], [-2.541, 1.521, 2.184], [5.123, 2.069, -0.299], [4.760, -0.158, -1.132], [1.576, 0.651, 2.419], [5.608, 0.801, -0.592], [-4.289, -5.101, 0.491], [3.670, -3.217, -5.364], [-2.694, -3.352, 1.000], [-1.505, 1.126, -1.728], [-2.995, -2.620, -0.211], [-1.451, 2.837, -0.424], [-0.479, 1.889, 3.128], [3.551, 0.711, 3.881], [-2.219, 3.539, 3.453], [0.918, 1.438, 3.381], [3.789, 2.361, -0.558], [2.863, 1.466, 4.825], [-4.009, -3.238, -1.019], [2.846, -3.780, -4.391], [2.481, -0.976, -1.840], [2.942, 1.395, -1.085], [-4.442, 3.043, 2.422], [-2.574, 4.488, 3.844], [-2.045, -0.454, -3.053], [1.010, 2.402, 5.315], [2.471, -4.788, -4.529], [-6.252, 2.475, 1.475], [-2.928, -0.204, 0.941], [3.469, -0.274, 1.993], [6.646, 0.561, -0.387], [-5.258, 0.349, 0.528], [-0.456, 0.300, -3.366], [-3.557, 3.460, -0.809], [3.335, 1.766, 5.755], [-0.652, -0.816, -2.019], [-1.041, 3.504, 0.319], [5.775, 2.819, 0.133], [1.900, 1.629, -1.276], [3.939, -3.778, -6.251], [4.586, 0.430, 4.055], [3.397, 3.345, -0.326], [-0.262, 3.765, 4.218], [-4.855, 3.968, 2.814], [5.143, -1.148, -1.360], [4.772, -1.465, -5.929], [-3.507, 1.381, -2.305], [1.823, -3.466, -2.512], [4.166, -0.205, -3.889]]}